Entry from OMol25: a cluster of 2 separate species, C12H20N2O in total (wB97M-V/def2-TZVPD).

Total charge ... 0
HOMO level ... -0.3265 Eh
Relative energy (zero: lowest compared OMol25 entry of this formula, charge and spin) ... 23.7 kcal per mole
SMILES ... CN1CC[C@H](CO)[C@H]1c1cccnc1.C
E_LUMO ... 0.82 eV
Electronic energy ... -653.9333 hartree
Orbital gap ... 9.71 eV

Positions of all 35 atoms, in Å:
1 C -0.3424 -1.8081 -1.9325
2 N -0.6541 -0.7267 -0.9560
3 C -1.8981 0.0315 -1.1944
4 C -1.5808 1.4202 -0.4502
5 C -0.1493 1.3220 0.0269
6 C 0.7992 2.5381 -0.0188
7 O 1.7364 2.5188 0.9943
8 C 0.4069 0.3048 -0.8891
9 C 1.7359 -0.2515 -0.3029
10 C 1.7083 -1.0976 0.8498
11 C 2.9501 -1.3663 1.4680
12 C 4.1797 -1.0118 0.8562
13 N 4.1406 -0.2242 -0.1374
14 C 2.9830 0.1380 -0.6989
15 H -1.0378 -2.6899 -1.7509
16 H 0.6647 -2.2229 -1.8128
17 H -0.3586 -1.4475 -2.9910
18 H -2.0804 0.1224 -2.2267
19 H -2.6777 -0.5757 -0.7180
20 H -2.2984 1.6997 0.3494
21 H -1.6299 2.1593 -1.2994
22 H -0.1391 0.8468 1.0126
23 H 1.3686 2.4920 -0.9645
24 H 0.0899 3.3482 -0.0723
25 H 2.3183 1.7634 0.9688
26 H 0.6311 0.7248 -1.8712
27 H 0.7393 -1.3843 1.2348
28 H 2.9275 -1.8992 2.4005
29 H 5.1232 -1.3399 1.1888
30 H 3.0771 0.9414 -1.3997
31 C -4.5257 -0.8605 2.0559
32 H -3.8663 -0.1030 1.7070
33 H -5.3856 -0.4264 2.5876
34 H -4.0466 -1.5108 2.7393
35 H -4.9093 -1.4251 1.2468

Entry from OMol25: a cluster of 2 separate species, C12H20NO5 in total (wB97M-V/def2-TZVPD).

Total charge ... +1
HOMO level ... -0.4571 Eh
E_LUMO ... -4.75 eV
Electronic energy ... -899.8540 hartree
Orbital gap ... 7.69 eV

Positions of all 38 atoms, in Å:
1 C -2.0509 1.7626 1.1942
2 C -1.7790 1.1712 -0.2855
3 O -1.1299 1.9200 -1.0574
4 O -2.3066 -0.0976 -0.6482
5 C -1.3061 -1.1385 -0.5977
6 C -0.0794 -0.9397 -1.6129
7 C 0.3582 -2.3259 -2.3263
8 C 1.6147 -3.0399 -1.6341
9 C 1.4092 -4.6240 -1.4501
10 C 2.6152 -5.3828 -2.1583
11 N 3.4339 -4.5225 -2.7498
12 C 2.9209 -3.1106 -2.5585
13 H -3.1557 1.5253 1.4154
14 H -1.3433 1.3460 1.9793
15 H -1.9886 2.9043 1.0901
16 H -0.8763 -1.3437 0.4381
17 H -1.8409 -2.1101 -0.9156
18 H -0.4470 -0.2240 -2.4349
19 H 0.8216 -0.4407 -1.0938
20 H -0.4971 -3.1004 -2.3418
21 H 0.5296 -2.0564 -3.4328
22 H 1.9541 -2.4833 -0.7026
23 H 1.6476 -4.7865 -0.3358
24 H 0.3464 -5.0193 -1.5679
25 H 2.7544 -6.5185 -2.1353
26 H 4.3080 -4.6838 -3.2704
27 H 2.4771 -2.9047 -3.6087
28 H 3.7189 -2.2926 -2.4860
29 C -1.4397 5.4755 2.6079
30 C -1.7660 5.8969 4.0083
31 O -1.2520 4.8273 4.7900
32 C -0.2814 4.2215 4.0528
33 O 0.4677 3.3901 4.4756
34 O -0.2727 4.6834 2.7714
35 H -1.2426 6.3247 1.9524
36 H -2.2257 4.8581 2.1634
37 H -1.2586 6.8221 4.2960
38 H -2.8381 6.0166 4.1694

Entry from OMol25: the molecule C12H20O3 (wB97M-V/def2-TZVPD).

Total charge ... 0
HOMO level (spin up / spin down) ... -0.1477 / -0.3614 Eh
Relative energy (zero: lowest compared OMol25 entry of this formula, charge and spin) ... 37.8 kcal per mole
Expectation value of S² ... 2.01
E_LUMO (spin up / spin down) ... 0.63 / -3.15 eV
Electronic energy ... -694.6134 hartree
Multiplicity ... 3
Orbital gap (spin up / spin down) ... 4.65 / 6.68 eV

Positions of all 35 atoms, in Å:
1 C 0.8044 0.1135 -0.4401
2 C 1.9826 0.1558 -0.2555
3 C -2.7283 0.6455 -0.1306
4 C -2.6267 -0.7954 0.6003
5 C -0.5665 -0.1326 -0.6429
6 C -1.4014 1.2650 -0.3024
7 C -1.0937 -1.1243 0.5607
8 C -0.8457 1.9883 0.9754
9 C -1.2393 2.1748 -1.5318
10 C -0.5879 -2.5869 0.2657
11 C 3.8380 -1.2164 0.3934
12 C 3.3692 0.2278 0.1791
13 O -1.0095 -0.5761 -1.8944
14 O -0.4904 -0.6692 1.7910
15 O 4.1880 1.0195 -0.5813
16 H -3.1565 0.3803 -1.0785
17 H -3.4396 1.2828 0.4355
18 H -3.1736 -0.8354 1.5844
19 H -3.3538 -1.3460 0.0518
20 H 0.2707 2.2718 0.6102
21 H -0.6731 1.2712 1.8714
22 H -1.4666 2.8072 1.2448
23 H -0.2255 2.4844 -1.5038
24 H -1.9114 2.9634 -1.4227
25 H -1.5506 1.5933 -2.5127
26 H -0.4804 -2.7357 -0.7897
27 H -1.2986 -3.2826 0.6139
28 H 0.3732 -2.7889 0.7743
29 H 3.4476 -1.8546 -0.4866
30 H 3.3753 -1.7398 1.3182
31 H 4.9004 -1.2457 0.2786
32 H 3.3859 0.6912 1.1798
33 H -0.8052 -1.5427 -1.8080
34 H 0.4772 -0.6033 1.6343
35 H 3.7117 1.7398 -0.9819

Entry from OMol25: a cluster of 2 separate species, C12H21BrN2O2PS in total (wB97M-V/def2-TZVPD).

Total charge ... +1
HOMO level ... -0.3688 Eh
E_LUMO ... -5.68 eV
Electronic energy ... -4043.0732 hartree
Orbital gap ... 4.36 eV

Positions of all 40 atoms, in Å:
1 O 0.1403 0.1953 -2.3833
2 C -0.7960 -0.5144 -2.5583
3 O -0.5908 -1.8087 -3.0940
4 C -2.2649 -0.1691 -2.2024
5 C -2.4846 0.9058 -1.2168
6 C -3.8614 1.2424 -0.9124
7 N -4.9061 0.5471 -1.5069
8 P -6.5785 1.0148 -1.0215
9 S -7.6734 1.6253 -2.4834
10 C -4.7429 -0.4819 -2.4062
11 Br -6.1963 -1.4970 -3.1973
12 C -3.3856 -0.8861 -2.8152
13 H -0.3704 -2.3415 -2.2989
14 H -1.6559 1.4499 -0.7087
15 H -4.0399 2.0683 -0.1893
16 H -7.0828 -0.1523 -0.3559
17 H -6.4247 2.0329 -0.0213
18 H -3.2707 -1.7234 -3.5394
19 C 1.4529 1.5913 0.4628
20 C 2.4941 1.2141 1.5051
21 N 2.3707 -0.1523 1.9881
22 C 3.1856 -0.4241 3.1682
23 C 4.7058 -0.3522 3.0178
24 C 2.3810 -1.1941 0.9705
25 C 3.6025 -1.2822 0.0521
26 H 0.4388 1.4236 0.8395
27 H 1.5459 2.6509 0.2123
28 H 1.5785 1.0289 -0.4638
29 H 2.3662 1.8958 2.3517
30 H 3.4936 1.4150 1.0949
31 H 2.9191 -1.4067 3.5698
32 H 2.8904 0.2858 3.9481
33 H 5.1032 -1.2212 2.4939
34 H 5.1721 -0.3380 4.0056
35 H 5.0310 0.5495 2.4952
36 H 1.4937 -1.0649 0.3401
37 H 2.2290 -2.1666 1.4489
38 H 3.9269 -0.3048 -0.3096
39 H 3.3590 -1.8880 -0.8251
40 H 4.4444 -1.7667 0.5452

Entry from OMol25: the molecule C12H21F3NO2 (wB97M-V/def2-TZVPD).

Total charge ... 0
HOMO level (spin up / spin down) ... -0.3159 / -0.3577 Eh
Expectation value of S² ... 0.75
E_LUMO (spin up / spin down) ... 0.74 / 0.12 eV
Electronic energy ... -974.6012 hartree
Multiplicity ... 2
Orbital gap (spin up / spin down) ... 9.33 / 9.85 eV

Positions of all 39 atoms, in Å:
1 C -2.9295 -0.1851 -1.1406
2 O -2.0873 -0.4469 -2.2451
3 C -1.0494 0.4912 -2.4078
4 C 0.0977 0.3421 -1.3712
5 C 1.3443 0.7714 -2.1107
6 F 1.5949 -0.0041 -3.1479
7 F 1.2140 1.9944 -2.6033
8 F 2.4186 0.7715 -1.3460
9 C 0.2973 -1.1107 -0.9122
10 C 0.4530 -1.4047 0.5971
11 C -0.2970 -2.7230 0.8748
12 C 1.9231 -1.7182 0.8998
13 N -0.1289 -0.3992 1.5015
14 O 0.0353 -0.6831 2.7340
15 C 0.1569 1.0123 1.1962
16 C -0.8214 1.8436 2.0521
17 C 1.5499 1.4620 1.6505
18 C -0.1250 1.4062 -0.2573
19 H -2.4548 -0.5347 -0.2219
20 H -3.8216 -0.7798 -1.2837
21 H -3.2458 0.8551 -1.0837
22 H -0.6985 0.3908 -3.4252
23 H -1.4774 1.4898 -2.3422
24 H -0.4700 -1.7609 -1.3000
25 H 1.2073 -1.4689 -1.3702
26 H -0.0028 -3.0807 1.8488
27 H -1.3654 -2.5660 0.8348
28 H 0.0406 -3.4485 0.1438
29 H 2.6134 -1.0500 0.3977
30 H 2.1364 -1.7039 1.9626
31 H 2.1419 -2.7148 0.5421
32 H -0.8213 2.8736 1.7279
33 H -0.4984 1.8203 3.0791
34 H -1.8091 1.4070 1.9611
35 H 1.6649 1.3345 2.7151
36 H 1.5933 2.5259 1.4575
37 H 2.3527 0.9720 1.1197
38 H 0.4288 2.3136 -0.4371
39 H -1.1608 1.7058 -0.2901

Entry from OMol25: a structure of composition C12H21GeN2O7P2Y (wB97M-V/def2-TZVPD).

Total charge ... 0
HOMO level ... -0.2110 Eh
Relative energy (zero: lowest compared OMol25 entry of this formula, charge and spin) ... 8.7 kcal per mole
E_LUMO ... -0.58 eV
Electronic energy ... -3904.2363 hartree
Orbital gap ... 5.16 eV

Positions of all 46 atoms, in Å:
1 Y -0.5636 -0.1228 -0.8097
2 C -3.1679 -3.3770 2.2614
3 C -1.9710 -2.8479 1.4833
4 O -0.9176 -3.8153 1.5361
5 P -1.2847 -1.3371 2.2642
6 O -0.8081 -1.7626 3.7028
7 O -2.4555 -0.3558 2.6174
8 O -0.1986 -0.7633 1.4065
9 P -2.3702 -2.3612 -0.2387
10 O -3.5381 -3.3401 -0.6658
11 O -2.7913 -0.9063 -0.1818
12 O -1.0992 -2.5162 -1.0449
13 H -2.9129 -3.5218 3.3112
14 H -3.4638 -4.3328 1.8329
15 H -4.0119 -2.6904 2.2057
16 H -0.4142 -3.7379 0.7108
17 H -0.2792 -2.5733 3.6873
18 H -2.8948 -0.0381 1.8063
19 H -4.0919 -3.0077 -1.3836
20 N 5.2669 -3.5195 -0.0048
21 C 4.6781 -2.6635 -0.4934
22 C 3.9368 -1.5872 -1.1013
23 C 4.5485 -0.6806 -1.9621
24 C 3.7880 0.3321 -2.5118
25 C 2.4420 0.4108 -2.1838
26 N 1.8574 -0.4679 -1.3580
27 C 2.5856 -1.4473 -0.8235
28 H 5.6023 -0.7732 -2.1881
29 H 4.2219 1.0621 -3.1790
30 H 1.7796 1.1854 -2.5576
31 H 2.0779 -2.1315 -0.1552
32 C -1.0639 5.0085 -1.1490
33 Ge -0.3675 3.2406 -0.6821
34 C -0.8564 2.9496 1.2270
35 C 1.6066 3.4509 -0.5413
36 C -0.8918 1.7675 -1.7770
37 H -0.6485 5.7704 -0.4871
38 H -2.1510 5.0264 -1.0625
39 H -0.8019 5.2574 -2.1783
40 H -0.5175 3.7678 1.8674
41 H -0.4085 2.0358 1.6377
42 H -1.9412 2.8604 1.3228
43 H 1.8984 4.2353 0.1608
44 H 2.0390 3.6833 -1.5184
45 H 2.0619 2.5179 -0.1910
46 H -1.5079 2.1163 -2.6118

Entry from OMol25: the ion C12H21N2O with charge +1 (wB97M-V/def2-TZVPD).

Total charge ... +1
HOMO level (spin up / spin down) ... -0.3455 / -0.4152 Eh
Relative energy (zero: lowest compared OMol25 entry of this formula, charge and spin) ... 60.9 kcal per mole
E_LUMO (spin up / spin down) ... -3.83 / -3.01 eV
Electronic energy ... -654.2859 hartree
Orbital gap (spin up / spin down) ... 5.58 / 8.29 eV

Positions of all 36 atoms, in Å:
1 C 2.1457 -3.1985 1.0344
2 C -1.5223 0.6980 1.4242
3 C -2.2259 0.1003 0.2009
4 C 1.0257 0.2025 1.5332
5 C 0.1587 -2.3296 1.6349
6 C -0.1042 1.1046 0.9713
7 C -1.4317 0.5041 -0.9697
8 C 1.0765 -1.2345 1.1682
9 C -0.2212 1.2737 -0.5738
10 C -1.7344 0.0742 -2.3377
11 C -0.5257 2.7634 -0.8686
12 C 1.0307 0.8803 -1.3589
13 N 2.2714 -1.8894 0.8903
14 N 3.0868 -4.1340 0.8361
15 O 0.9179 -3.5359 1.4326
16 H -2.0615 1.5848 1.7562
17 H -1.4985 0.0013 2.2595
18 H -2.2645 -0.9968 0.2506
19 H -3.2676 0.4238 0.1148
20 H 1.9836 0.6510 1.2563
21 H 0.9349 0.2973 2.6254
22 H -0.1227 -2.2644 2.6998
23 H -0.7717 -2.4134 1.0518
24 H 0.1278 2.0859 1.3923
25 H -1.7087 0.9149 -3.0346
26 H -2.7090 -0.4040 -2.3934
27 H -0.9789 -0.6334 -2.6932
28 H 0.3206 3.3776 -0.5742
29 H -1.4063 3.0923 -0.3244
30 H -0.7042 2.9081 -1.9305
31 H 0.8982 1.0994 -2.4145
32 H 1.2370 -0.1808 -1.2433
33 H 1.8873 1.4513 -1.0079
34 H 3.1226 -1.4055 0.6487
35 H 3.9257 -3.9032 0.3347
36 H 2.8077 -5.1004 0.8557

Entry from OMol25: the molecule C12H21N3O3S (wB97M-V/def2-TZVPD).

Total charge ... 0
HOMO level ... -0.3138 Eh
Relative energy (zero: lowest compared OMol25 entry of this formula, charge and spin) ... 0.0 kcal per mole
SMILES ... CC(C)Sc1nnc([C@H](C)NC(=O)OC(C)(C)C)o1
E_LUMO ... 0.56 eV
Electronic energy ... -1258.0517 hartree
Orbital gap ... 9.10 eV

Positions of all 40 atoms, in Å:
1 C -2.5216 -3.4142 0.3557
2 C -2.2574 -1.9458 0.0687
3 C -1.8465 -1.7038 -1.3730
4 S -3.8329 -1.0353 0.4430
5 C -3.2811 0.5926 0.3968
6 N -4.0206 1.6541 0.3054
7 N -3.1810 2.7080 0.3267
8 C -1.9797 2.2463 0.4255
9 C -0.7186 3.0503 0.4341
10 C -0.5096 3.6798 -0.9485
11 N 0.4197 2.2534 0.8393
12 C 0.8880 1.1781 0.1508
13 O 0.4657 0.7988 -0.9133
14 O 1.8973 0.6352 0.8537
15 C 2.6515 -0.4839 0.3264
16 C 1.7421 -1.7001 0.1571
17 C 3.3095 -0.1034 -0.9994
18 C 3.7129 -0.7506 1.3943
19 O -1.9632 0.8953 0.4900
20 H -1.6077 -3.9863 0.2113
21 H -2.8635 -3.5526 1.3785
22 H -3.2846 -3.7972 -0.3178
23 H -1.5085 -1.5517 0.7586
24 H -1.4793 -0.6898 -1.5146
25 H -1.0476 -2.3923 -1.6426
26 H -2.6875 -1.8752 -2.0417
27 H -0.8462 3.8496 1.1715
28 H -1.3886 4.2592 -1.2140
29 H -0.3541 2.8990 -1.6875
30 H 0.3626 4.3277 -0.9271
31 H 0.8345 2.4178 1.7413
32 H 1.2551 -1.9376 1.1009
33 H 2.3304 -2.5564 -0.1605
34 H 0.9838 -1.4927 -0.5917
35 H 3.9187 0.7890 -0.8716
36 H 3.9435 -0.9173 -1.3395
37 H 2.5523 0.0933 -1.7532
38 H 4.3393 -1.5850 1.0938
39 H 4.3351 0.1301 1.5297
40 H 3.2376 -0.9864 2.3428